The following is a DFT calculation (ωB97M-V with the def2-TZVPD basis set) of a structure of composition C20H26BrN2O6P2Tc.

```
58
Properties=species:S:1:pos:R:3:forces:R:3
O 0.61152 0.69895 -2.88870 0.01 -0.01 -0.01
C -2.02173 -0.97826 -3.17545 0.03 0.05 0.04
O 2.23592 -0.52035 -1.96846 -0.03 0.07 0.10
C -2.24890 1.07193 1.39969 0.05 -0.07 -0.01
H -1.41732 -3.51048 0.69211 0.01 -0.01 0.01
C -3.26044 1.42000 2.27981 0.05 -0.03 -0.01
C -1.74573 -0.83290 2.59124 0.03 0.00 -0.07
C 2.82727 0.33015 0.89296 -0.07 0.05 0.01
C -4.47492 0.96369 4.50970 0.32 -0.28 -0.44
O -2.57914 2.94688 0.00898 -0.02 0.07 -0.04
H 2.90788 -2.73773 -0.90233 -0.01 -0.03 0.00
C -2.72336 -0.56553 3.52794 0.06 -0.02 -0.05
P -1.76069 -1.41798 -1.44012 0.01 -0.03 -0.03
C 2.17480 2.27373 2.68444 0.00 0.01 0.02
C 3.50226 1.90276 2.54126 0.01 0.02 0.02
Tc -0.04570 -0.26315 -0.19402 -0.04 0.13 0.00
H -2.22047 0.09134 -3.23981 0.00 0.01 -0.02
H -3.74145 -0.24851 -0.71474 -0.01 -0.01 0.00
N 1.53432 0.66941 1.02850 0.07 0.00 0.04
H -3.45174 -1.68185 0.28528 0.00 0.00 0.00
H 2.33525 -2.55252 1.89313 0.00 -0.02 0.02
H -0.75959 -3.41170 -2.31040 0.00 0.00 -0.01
Br 4.82932 2.73452 3.56272 0.03 0.02 0.02
H -1.12116 -1.18718 -3.74890 0.02 0.01 -0.01
C 3.83678 0.91510 1.63010 0.00 -0.05 -0.04
O -0.97028 1.48685 -0.55490 -0.12 0.05 0.07
H -0.44652 -4.69748 -0.17874 0.00 -0.01 0.01
H 2.39391 1.46035 -3.65549 0.01 0.00 0.00
H -1.13039 -1.71827 2.67759 0.01 0.00 -0.01
O -4.11973 1.18484 5.62218 -0.14 0.11 0.15
H 1.87811 3.04831 3.37616 0.00 0.00 0.00
H 0.18987 1.90670 2.00258 0.00 -0.02 -0.03
C -3.43235 -1.29502 -0.73416 0.00 0.04 0.01
N -1.50814 -0.03257 1.54431 -0.01 0.00 0.02
H 1.79147 0.00621 -4.46986 0.00 -0.01 0.00
C 1.96173 -3.25903 -1.03330 -0.03 0.01 -0.05
C -1.94148 1.94362 0.19298 0.08 -0.14 -0.04
C 1.39479 -3.08091 1.72985 0.00 0.05 0.01
H -2.87463 -1.22307 4.37248 -0.01 0.01 0.00
H 1.58701 -4.15385 1.75354 0.00 0.00 -0.01
H -2.86279 -1.53817 -3.58582 0.00 0.00 0.01
C 1.11413 -0.04131 -1.88946 0.08 -0.07 -0.06
C -1.41759 -3.21838 -1.45997 0.02 -0.04 0.05
H 0.71909 -2.82425 2.54427 0.00 0.00 -0.01
H 4.86300 0.61198 1.48292 0.00 0.00 -0.01
C -3.47300 0.58894 3.36025 -0.01 0.12 0.22
H -4.14199 -1.85493 -1.34380 0.00 0.00 0.00
C 1.23086 1.63059 1.91353 -0.03 -0.01 -0.03
H 1.65394 -3.09537 -2.06477 0.01 0.01 0.03
H 0.94343 1.56526 -4.69014 -0.01 0.00 0.01
H 2.08781 -4.32589 -0.84487 0.01 -0.01 0.02
H -2.34136 -3.77255 -1.63376 0.00 0.00 -0.01
P 0.72725 -2.58472 0.11157 0.02 -0.08 0.00
H 3.04637 -0.40828 0.13447 0.01 -0.02 -0.05
C -0.73943 -3.64614 -0.15561 -0.04 0.01 -0.04
H -3.83058 2.31947 2.09328 -0.01 0.00 0.01
O -5.56545 0.85596 3.85271 -0.28 0.12 0.18
C 1.50100 0.94278 -3.99794 -0.05 0.01 0.04
```
Positions in Å, forces in eV/Å.

The spin multiplicity is 4. Its LUMO energy (alpha / beta) is -3.239 / -5.868 eV. For the highest occupied orbital energy (alpha / beta), the calculation gives -11.829 / -11.456 eV. The HOMO-LUMO gap (alpha / beta) is 8.59 / 5.59 eV. Its expectation value of S² is 3.77. As for the charge: +1.

The following is a DFT calculation (ωB97M-V with the def2-TZVPD basis set) of a structure of composition C26H31N6S3W.

```
67
Properties=species:S:1:pos:R:3:forces:R:3
H -0.23639 -2.60619 -2.31635 0.04 0.02 0.03
N 1.40677 1.05417 0.35339 -0.30 0.13 -0.28
N 0.04999 2.53663 3.20687 -0.01 0.04 0.08
C 2.09676 3.26122 4.43039 -0.11 -0.08 -0.03
H 1.60587 -4.72328 2.91657 -0.01 0.00 0.02
H 2.72089 3.01080 5.28690 0.01 0.03 0.00
S -0.77912 2.64004 0.64510 0.37 -0.68 -0.23
C -4.29920 -0.47317 -0.55786 -0.07 -0.18 0.10
H -3.16487 -1.44608 -3.34230 0.00 -0.03 0.09
H 0.09775 -3.60840 4.55368 0.02 -0.03 -0.01
C -1.96394 -2.18531 -1.10463 0.18 -0.13 0.04
C 1.02392 -3.85913 2.62536 -0.05 0.04 0.04
H 1.77157 -3.92775 0.63708 0.01 0.02 0.02
H -0.44667 -3.69004 -0.94787 0.08 0.00 -0.01
C -5.30288 0.41072 -0.19292 0.07 -0.12 -0.01
H -6.20178 0.02975 0.27267 -0.01 0.00 -0.02
H -0.72088 3.17528 3.33229 -0.04 -0.03 0.00
H 4.48227 1.34586 -2.21049 -0.01 0.01 -0.02
W -0.43223 0.57054 -0.58598 -0.71 0.29 -0.53
C 3.66788 1.94862 0.34858 0.12 0.01 0.05
C 1.01062 0.43836 -3.47135 -0.12 -0.06 -0.04
H 0.00840 0.19810 -3.79453 0.01 0.04 0.04
H -2.25991 0.03648 -3.60948 0.04 0.04 0.05
H 2.70964 3.19641 3.53156 0.03 0.02 0.01
C -0.43706 -1.66825 1.83394 -0.34 0.46 -0.29
C 0.18070 -3.24201 3.53981 -0.03 0.04 0.03
C -5.17484 1.77630 -0.44005 0.10 0.19 -0.07
C 0.31290 2.12740 1.98214 -0.32 0.10 -0.47
H 4.34760 2.38842 -0.37496 -0.01 -0.02 0.00
C 2.50239 1.31055 -0.29689 -0.23 -0.18 0.18
H 3.31880 2.71741 1.03690 0.01 0.01 -0.01
H -5.98026 2.45236 -0.18569 -0.01 -0.03 0.02
N 1.18934 0.66650 -2.16565 -0.46 0.10 0.28
H -2.62840 -2.86134 -1.64589 -0.04 0.02 0.01
C -2.22191 -0.93823 -3.13582 0.01 -0.02 -0.26
C 0.40822 -2.27971 0.90802 0.13 -0.22 0.09
H 2.53320 -1.56197 -0.42217 -0.04 0.03 0.00
C 1.78048 -2.01552 -1.06352 0.17 -0.11 -0.06
C -3.01257 1.40026 -1.38907 0.44 -0.27 -0.20
H -1.24134 -1.65840 3.82804 0.01 0.00 0.00
C -0.53416 -2.65031 -1.26883 -0.22 -0.08 -0.05
N -2.05509 -0.81221 -1.65416 0.25 0.28 0.20
H -2.26164 -2.19665 -0.05863 -0.04 0.03 -0.01
H 2.00184 -3.07799 -1.15648 -0.04 0.00 0.03
H 1.74782 4.28595 4.55102 0.01 0.00 0.00
N 0.42601 -1.80418 -0.48595 -0.03 0.50 0.21
N 1.35197 1.39318 1.68351 0.37 -0.13 0.56
H 4.14705 0.89379 -4.63411 0.00 -0.01 0.00
C -4.02659 2.27955 -1.02810 -0.14 0.00 0.21
H -1.41068 -1.52163 -3.56571 -0.02 0.00 0.04
H 0.31128 2.35723 5.24953 -0.05 -0.05 -0.02
H -3.91995 3.33700 -1.23078 -0.01 0.00 0.03
C 1.12540 -3.39013 1.31628 0.06 0.03 -0.17
H -4.43250 -1.53391 -0.38557 0.00 0.02 -0.01
C 2.42758 1.00313 -1.72941 0.07 -0.01 -0.15
C 0.93025 2.28278 4.35834 0.28 0.12 0.04
C 3.31527 0.82965 -3.94485 -0.10 -0.03 -0.04
H 1.82927 -1.59847 -2.06318 -0.04 -0.03 0.01
C 2.04514 0.50955 -4.39055 0.17 0.01 -0.01
H 4.21976 1.22288 0.95485 -0.05 -0.03 -0.01
S -1.51892 1.98337 -2.17193 0.13 -0.17 0.46
H 1.84928 0.31827 -5.43652 -0.04 0.00 0.01
C -3.14721 0.01580 -1.15552 0.03 0.26 -0.17
S -1.37912 -0.26883 1.40675 0.59 -0.12 -0.05
C -0.56499 -2.15018 3.13995 -0.04 -0.06 0.13
C 3.50403 1.08464 -2.58854 -0.02 0.02 0.14
H 1.29718 1.26032 4.27273 -0.07 -0.02 0.00
```
Positions in Å, forces in eV/Å.

The spin multiplicity is 1. Its LUMO energy (alpha / beta) is -11.053 / -11.660 eV. For the highest occupied orbital energy (alpha / beta), the calculation gives -17.057 / -17.027 eV. The HOMO-LUMO gap (alpha / beta) is 6.00 / 5.37 eV. As for the charge: +3.